1.
DFT (ωB97M-V/def2-TZVPD) results for a 2-piece molecular cluster, C3H9NO2S overall in a non-equilibrium geometry.

The geometry in XYZ format:
```
16
Properties=species:S:1:pos:R:3:mulliken_charge:R:1
N -0.43 2.00 -0.66 -0.39
C -1.03 0.80 -0.40 0.31
O -1.98 0.67 0.35 -0.63
C -0.40 -0.41 -1.07 -0.54
C 1.11 -0.67 -0.80 -0.62
S 1.42 -2.33 -0.04 -0.28
H 0.46 2.14 -1.09 0.25
H -0.62 2.60 0.13 0.26
H -0.61 -0.55 -2.13 0.44
H -0.86 -1.28 -0.61 0.33
H 1.55 -0.89 -1.76 0.29
H 1.58 0.09 -0.19 0.42
H 1.26 -2.40 1.29 0.13
O -0.12 0.05 2.25 -0.61
H -0.79 0.50 1.71 0.37
H -0.55 -0.31 3.03 0.29
```

Values from the calculation:
- energy relative to the best compared isomer or geometry (same formula, charge and spin) (eV) = 1.284
- SMILES string = NC(=O)CCS.O

***

2.
DFT (ωB97M-V/def2-TZVPD) results for a 2-piece molecular cluster, C3H9NO2S overall in a non-equilibrium geometry.

The geometry in XYZ format:
```
16
Properties=species:S:1:pos:R:3:mulliken_charge:R:1
N 1.32 0.22 -1.27 -0.33
C 0.09 0.01 -0.70 0.52
O -0.55 -0.99 -0.92 -0.55
C -0.39 1.19 0.15 -0.59
C -1.16 0.76 1.41 -0.65
S -0.03 0.03 2.70 -0.21
H 1.98 0.87 -0.86 0.17
H 1.57 -0.08 -2.19 0.24
H -0.86 1.95 -0.49 0.35
H 0.55 1.76 0.33 0.27
H -1.79 1.60 1.72 0.37
H -1.82 -0.02 1.03 0.29
H -0.21 0.99 3.60 0.12
O 0.55 -1.12 -3.63 -0.64
H -0.30 -0.71 -3.48 0.31
H 0.37 -2.02 -3.90 0.31
```

Values from the calculation:
- energy relative to the best compared isomer or geometry (same formula, charge and spin) (eV) = 1.032
- SMILES string = NC(=O)CCS.O

***

3.
DFT (ωB97M-V/def2-TZVPD) results for a 2-piece molecular cluster, C3H9NO2S overall.

The geometry in XYZ format:
```
16
Properties=species:S:1:pos:R:3:mulliken_charge:R:1
N 0.76 -1.02 -1.28 -0.60
C -0.40 -0.14 -1.44 0.58
C -1.56 -0.71 -0.64 -0.22
O -1.56 -0.77 0.56 -0.43
C -0.18 1.31 -0.99 -1.10
S 1.23 2.15 -1.79 -0.14
H 1.55 -0.51 -0.90 0.20
H 0.58 -1.73 -0.58 0.29
H -0.69 -0.10 -2.49 0.21
H -2.41 -1.12 -1.22 0.34
H 0.00 1.39 0.09 0.40
H -1.08 1.88 -1.23 0.39
H 2.19 1.38 -1.28 0.09
O 0.46 -0.29 4.34 -0.63
H 0.13 -0.83 5.06 0.31
H 0.98 -0.89 3.80 0.31
```

Values from the calculation:
- energy relative to the best compared isomer or geometry (same formula, charge and spin) (eV) = 1.999
- SMILES string = N[C@@H](C=O)CS.O

***

4.
DFT (ωB97M-V/def2-TZVPD) results for a 2-piece molecular cluster, C3H9NO3 overall in a non-equilibrium geometry.

The geometry in XYZ format:
```
16
Properties=species:S:1:pos:R:3:mulliken_charge:R:1
C 1.38 -0.51 -1.36 -0.90
N 0.08 -0.16 -0.71 -0.25
C -0.43 -1.11 0.28 -0.60
C -1.31 -0.33 1.39 0.55
O -1.21 -0.79 2.53 -0.67
O -1.91 0.69 1.01 -0.73
H 1.43 -1.58 -1.58 0.35
H 1.50 0.13 -2.21 0.35
H 2.13 -0.37 -0.54 0.31
H 0.19 0.90 -0.08 0.43
H -0.68 0.07 -1.35 0.39
H 0.32 -1.68 0.83 0.34
H -1.12 -1.90 -0.14 0.28
O 0.25 2.09 0.49 -0.66
H -0.47 2.50 0.00 0.40
H -0.12 2.05 1.44 0.42
```

Values from the calculation:
- energy relative to the best compared isomer or geometry (same formula, charge and spin) (eV) = 2.228
- SMILES string = C[NH2+]CC(=O)[O-].O

***

5.
DFT (ωB97M-V/def2-TZVPD) results for a 2-piece molecular cluster, C3H9NO3 overall.

The geometry in XYZ format:
```
16
Properties=species:S:1:pos:R:3:mulliken_charge:R:1
C -3.10 -0.34 0.85 -1.05
C -2.23 -0.18 -0.38 -0.49
N -1.05 0.67 -0.23 -0.17
C 0.20 0.13 -0.13 0.68
O 0.60 -0.85 -0.72 -0.61
O 1.01 0.85 0.69 -0.44
H -3.96 -0.93 0.50 0.32
H -2.59 -0.96 1.58 0.29
H -3.49 0.52 1.37 0.34
H -1.83 -1.16 -0.61 0.28
H -2.77 0.09 -1.30 0.36
H -1.12 1.53 0.27 0.24
H 1.88 0.49 0.46 0.26
O 4.02 -0.14 -0.26 -0.67
H 3.21 -0.03 -0.78 0.32
H 4.02 -1.07 0.00 0.34
```

Values from the calculation:
- energy relative to the best compared isomer or geometry (same formula, charge and spin) (eV) = 0.304
- SMILES string = CCNC(=O)O.O

***

6.
DFT (ωB97M-V/def2-TZVPD) results for a 2-piece molecular cluster, C3H9NO3 overall in a non-equilibrium geometry.

The geometry in XYZ format:
```
16
Properties=species:S:1:pos:R:3:mulliken_charge:R:1
C -1.37 0.08 -0.72 -0.97
N -0.55 -0.95 -0.07 -0.42
C 0.78 -0.93 -0.66 -0.34
C 1.61 0.37 -0.50 0.39
O 2.54 0.59 -1.23 -0.59
O 1.52 0.87 0.72 -0.58
H -2.26 0.38 -0.19 0.32
H -0.80 0.99 -0.87 0.37
H -1.69 -0.06 -1.76 0.37
H -0.97 -1.86 -0.22 0.24
H 0.81 -1.25 -1.72 0.32
H 1.49 -1.59 -0.14 0.28
H 0.47 1.05 1.11 0.44
O -0.67 1.01 1.83 -0.62
H -0.55 0.03 1.73 0.41
H -0.36 1.26 2.71 0.36
```

Values from the calculation:
- energy relative to the best compared isomer or geometry (same formula, charge and spin) (eV) = 1.749
- SMILES string = CNCC(=O)O.O

***

Computed values of total energy (unit: a.u.) for the preceding records, in sequence: -723.1212 -723.1304 -723.0949 -400.1396 -400.2103 -400.1572.
Computed values of HOMO energy (unit: eV) for the preceding records, in sequence: -9.05 -9.19 -9.28 -8.43 -10.14 -9.70.